DFT (ωB97M-V/def2-TZVPD) results for C35H25ClGeN2NiO as an isolated structure.

Last column: natural (NBO) charge in e.
Geometry (Å):
Ni (-0.2586, -1.8953, -0.2807)  0.822
Cl (-6.0103, -3.7605, 3.8143)  -0.093
C (-4.8354, -3.2583, 2.6039)  -0.111
C (-5.2794, -2.7940, 1.3699)  -0.263
C (-4.3527, -2.4008, 0.4304)  -0.257
C (-2.9474, -2.4460, 0.6560)  0.384
O (-2.1714, -2.0539, -0.2854)  -0.731
C (-2.5218, -2.9304, 1.9454)  -0.193
C (-1.1453, -3.0178, 2.3444)  0.041
N (-0.1288, -2.7174, 1.5772)  -0.527
C (1.1659, -2.7717, 2.0239)  0.049
C (1.6151, -3.1981, 3.2941)  -0.324
C (2.9700, -3.1630, 3.5932)  -0.201
C (3.9219, -2.7275, 2.6878)  -0.330
C (3.5199, -2.2971, 1.3966)  -0.085
C (4.3969, -1.8432, 0.4033)  -0.202
C (3.9011, -1.4548, -0.8328)  -0.291
C (2.5380, -1.4990, -1.0634)  0.025
N (1.6704, -1.8995, -0.1262)  -0.498
C (2.1328, -2.3197, 1.0747)  0.257
C (-3.4911, -3.3206, 2.8854)  -0.203
H (-6.3405, -2.7407, 1.1588)  0.201
H (-4.6681, -2.0317, -0.5380)  0.207
H (-0.9783, -3.3424, 3.3731)  0.143
H (0.9211, -3.5573, 4.0412)  0.193
H (3.2914, -3.4933, 4.5770)  0.184
H (4.9733, -2.7025, 2.9509)  0.184
H (5.4604, -1.8022, 0.6154)  0.187
H (4.5610, -1.1095, -1.6191)  0.200
H (2.0703, -1.2047, -1.9991)  0.244
H (-3.1621, -3.6803, 3.8541)  0.200
C (-0.2305, -0.9708, -1.9398)  -1.067
Ge (-0.1431, 0.9046, -1.4949)  1.346
C (1.0225, 1.5844, 0.0052)  -0.314
C (1.7920, 2.7451, -0.0787)  -0.247
C (2.5896, 3.1726, 0.9761)  -0.247
C (2.6351, 2.4429, 2.1552)  -0.230
C (1.8608, 1.2969, 2.2726)  -0.229
C (1.0641, 0.8870, 1.2126)  -0.233
C (-1.8479, 1.8751, -1.0905)  -0.405
C (-2.8722, 1.1786, -0.4466)  -0.145
C (-4.0523, 1.8078, -0.0729)  -0.245
C (-4.2410, 3.1567, -0.3448)  -0.248
C (-3.2369, 3.8661, -0.9904)  -0.230
C (-2.0562, 3.2285, -1.3528)  -0.232
C (0.6001, 1.8927, -3.0808)  -0.293
C (-0.2057, 2.4047, -4.0966)  -0.236
C (0.3299, 2.9433, -5.2607)  -0.236
C (1.7048, 2.9774, -5.4459)  -0.254
C (2.5298, 2.4554, -4.4581)  -0.222
C (1.9792, 1.9213, -3.3012)  -0.251
H (1.7760, 3.3352, -0.9894)  0.202
H (3.1810, 4.0767, 0.8719)  0.186
H (3.2716, 2.7614, 2.9737)  0.187
H (1.8850, 0.7033, 3.1799)  0.207
H (0.4686, -0.0155, 1.3210)  0.222
H (-2.7482, 0.1157, -0.2660)  0.239
H (-4.8256, 1.2359, 0.4285)  0.202
H (-5.1631, 3.6508, -0.0576)  0.187
H (-3.3692, 4.9211, -1.2094)  0.185
H (-1.2782, 3.8093, -1.8391)  0.202
H (-1.2852, 2.3758, -3.9867)  0.209
H (-0.3334, 3.3313, -6.0272)  0.190
H (2.1288, 3.3956, -6.3524)  0.188
H (3.6069, 2.4584, -4.5912)  0.190
H (2.6447, 1.5078, -2.5492)  0.212

The value obtained for the LUMO energy (spin up / spin down) is 4.3562 / 4.3564 eV. The calculation puts the energy at -5578.82842 hartree. The HOMO energy (spin up / spin down) comes out at 0.4 / -0.4 eV. The calculation puts the HOMO-LUMO gap (spin up / spin down) at 3.95 / 4.74 eV. As for the total charge: -2. The multiplicity is 3.